(1)
{
  "formula": "C3H8OS3",
  "method": "ωB97M-V with the def2-TZVPD basis set",
  "e_above_lowest_kj_mol": 175.0,
  "smiles": "OC(S)S.C=CS",
  "elements": ["C", "C", "C", "O", "S", "S", "S", "H", "H", "H", "H", "H", "H", "H", "H"],
  "xyz": [[-1.86581, -1.19103, 1.37138], [-2.08929, -0.77606, 0.12783], [1.82365, 0.99268, -0.17017], [0.91888, 0.36344, 0.65311], [-2.51919, 0.82994, -0.32810], [3.56173, 0.52962, 0.21041], [1.32144, 0.54092, -1.89620], [1.70479, 2.08430, -0.30854], [-1.84318, -0.44011, 2.06652], [-1.78618, -2.18569, 1.71657], [-2.00064, -1.51477, -0.67908], [1.26364, 0.52248, 1.52890], [-2.81021, 0.47624, -1.63687], [3.82406, 0.13348, -1.01109], [0.49632, -0.36544, -1.64466]],
  "nbo_charge": [-0.422, -0.356, -0.124, -0.693, 0.043, -0.068, -0.048, 0.190, 0.179, 0.209, 0.209, 0.475, 0.138, 0.148, 0.118]
}

(2)
{
  "formula": "C18H28N8O5ReS3",
  "method": "ωB97M-V with the def2-TZVPD basis set",
  "multiplicity": 2,
  "total_charge": 4,
  "total_energy_ha": -2788.22250,
  "elements": ["Re", "N", "C", "N", "C", "C", "S", "C", "C", "S", "C", "N", "N", "H", "H", "H", "H", "H", "H", "C", "N", "C", "C", "C", "O", "H", "H", "H", "H", "H", "H", "H", "H", "H", "C", "C", "S", "O", "O", "C", "C", "N", "C", "N", "C", "C", "N", "O", "O", "C", "H", "H", "H", "H", "H", "H", "H", "H", "H", "H", "H", "H", "H"],
  "xyz": [[1.09004, -0.12123, 1.07250], [0.55081, 0.98984, -2.30605], [0.68851, 1.86837, -1.36220], [0.88617, 1.61102, -0.03874], [0.95367, 2.80271, 0.66688], [0.85845, 3.95152, -0.10709], [0.66331, 3.58846, -1.73531], [1.06588, 2.65920, 2.06397], [1.13968, 3.59202, 3.06573], [1.17051, 2.86143, 4.60227], [1.06978, 1.28345, 3.85895], [1.04727, 1.32704, 2.50443], [1.02168, 0.18693, 4.57341], [0.41627, 0.00377, -2.10541], [0.33679, 1.26561, -3.25962], [0.89735, 4.97729, 0.23484], [1.17173, 4.66937, 2.97338], [1.03346, 0.20967, 5.58694], [0.94972, -0.72240, 4.13822], [2.93167, -4.19623, 1.75641], [3.90275, -3.14601, 1.40022], [5.31073, -3.60136, 1.27270], [3.59632, -1.91243, 1.19951], [4.60721, -0.88440, 0.83142], [2.31783, -1.54327, 1.33652], [3.18693, -4.57912, 2.74337], [3.02628, -5.00196, 1.03040], [1.92039, -3.80851, 1.75290], [5.35972, -4.62903, 1.61775], [5.96360, -2.98725, 1.88867], [5.62174, -3.56045, 0.22992], [5.27580, -0.69938, 1.67618], [4.12280, 0.04911, 0.55244], [5.22509, -1.22552, 0.00025], [-2.93394, 3.41785, -3.71288], [-3.89008, 2.48386, -2.98378], [-3.00159, 1.23228, -2.10061], [-2.30455, 0.36047, -3.02584], [-2.16010, 1.83360, -1.06333], [-4.27249, 0.28414, -1.25855], [-3.88872, -1.18029, -1.02142], [-2.45034, -1.37416, -0.70620], [-1.81169, -0.86461, 0.35806], [-0.48924, -1.07253, 0.22346], [-0.28948, -1.76189, -0.96940], [-1.49843, -1.93060, -1.53372], [-1.71915, -2.57989, -2.82617], [-0.72775, -2.62498, -3.51570], [-2.81583, -3.01033, -3.06601], [-2.46698, -0.14687, 1.47639], [-3.52153, 4.13860, -4.27909], [-2.31208, 2.87371, -4.42314], [-2.31512, 3.97678, -3.01117], [-4.53792, 1.94322, -3.67710], [-4.50706, 3.00434, -2.24816], [-5.16637, 0.29911, -1.88484], [-4.49979, 0.82843, -0.34269], [-4.08545, -1.77972, -1.90198], [-4.47683, -1.59292, -0.20271], [0.66493, -2.13409, -1.30923], [-3.43434, -0.59261, 1.70695], [-2.61916, 0.90161, 1.21279], [-1.84889, -0.21082, 2.37032]],
  "lowdin_spin": [-0.005, 0.104, 0.039, 0.001, 0.090, 0.233, 0.129, 0.030, 0.202, 0.073, 0.036, -0.012, 0.060, 0.002, 0.001, 0.006, 0.005, 0.001, 0.001, 0.000, 0.000, 0.000, 0.000, 0.000, 0.006, 0.000, 0.000, 0.000, 0.000, 0.000, 0.000, 0.000, 0.000, 0.000, 0.001, 0.000, 0.001, 0.002, 0.002, 0.000, 0.000, -0.002, -0.004, -0.001, 0.001, -0.001, 0.000, 0.000, 0.000, 0.000, 0.000, 0.000, 0.001, 0.000, 0.000, 0.000, 0.000, 0.000, 0.000, 0.000, 0.000, 0.000, 0.000]
}

(3)
{
  "formula": "C3H8N2O",
  "method": "ωB97M-V with the def2-TZVPD basis set",
  "e_above_lowest_kj_mol": 545.8,
  "elements": ["C", "N", "C", "N", "C", "O", "H", "H", "H", "H", "H", "H", "H", "H"],
  "xyz": [[0.80777, 1.20291, -0.27886], [-1.04483, -0.12936, -0.66007], [0.37815, -0.13079, -0.22235], [-2.04057, -0.20994, 0.37793], [0.84780, -1.30338, 0.29472], [2.06784, 1.59247, 0.20175], [2.29751, 1.00124, 0.92558], [-1.21909, -0.90044, -1.31257], [-1.76683, -0.97735, 0.99170], [-1.95495, 0.64327, 0.92926], [0.49467, 1.88925, -1.05668], [-1.02695, 0.91219, -1.02486], [0.30397, -2.22788, 0.16365], [1.85552, -1.36219, 0.67082]],
  "nbo_charge": [-0.194, -0.398, 0.051, -0.633, -0.772, -0.705, 0.470, 0.415, 0.377, 0.371, 0.165, 0.447, 0.194, 0.212]
}

(4)
{
  "formula": "C21H15ClN2O10",
  "method": "ωB97M-V with the def2-TZVPD basis set",
  "smiles": "NCc1ccc2c(c1Cl)C(=O)NC2=O.O=C1C=C(O)C(=O)C=C1O.O=C1C=C(O)C(=O)C=C1O",
  "total_energy_ha": -2131.19956,
  "elements": ["N", "C", "C", "C", "C", "C", "C", "C", "Cl", "C", "O", "N", "C", "O", "H", "H", "H", "H", "H", "H", "H", "C", "C", "C", "O", "C", "C", "C", "O", "O", "O", "H", "H", "H", "H", "C", "C", "C", "O", "C", "C", "C", "O", "O", "O", "H", "H", "H", "H"],
  "xyz": [[6.53793, 5.51745, 2.86294], [5.71979, 4.27102, 2.70544], [4.15131, 4.51314, 3.02881], [3.58041, 5.88966, 3.49790], [2.05037, 6.04726, 3.81051], [1.16379, 4.78938, 3.62811], [1.71439, 3.42669, 3.12414], [3.23139, 3.25087, 2.81478], [3.91051, 1.63859, 2.26767], [0.50741, 2.38647, 3.01532], [0.45851, 1.25423, 2.45956], [-0.57239, 3.10222, 3.68587], [-0.38989, 4.54537, 3.87222], [-1.31759, 5.32256, 4.19813], [7.52106, 5.20940, 3.00546], [6.27186, 5.88305, 3.80190], [6.09510, 3.51339, 3.50103], [5.86666, 3.76459, 1.69318], [4.25407, 6.81106, 3.61873], [1.58003, 7.03040, 4.15586], [-1.50626, 2.76384, 3.41462], [-1.94226, -2.49869, 0.20371], [-1.67103, -1.50206, 1.05125], [-2.65308, -0.40464, 1.29860], [-2.38436, 0.47980, 2.09205], [-3.91979, -0.43714, 0.55932], [-4.18644, -1.43172, -0.28917], [-3.21716, -2.54136, -0.51474], [-3.50349, -3.44498, -1.28554], [-5.35782, -1.47285, -0.98392], [-0.48885, -1.45094, 1.72186], [-1.24147, -3.30120, 0.01640], [-4.61568, 0.37250, 0.73360], [-5.31105, -2.28537, -1.52462], [-0.53296, -0.63981, 2.27013], [-0.24068, -4.20160, -5.13054], [-0.25196, -5.15382, -6.06555], [-1.43610, -6.03873, -6.25987], [-1.41737, -6.88581, -7.13727], [-2.58691, -5.85232, -5.37132], [-2.57581, -4.90185, -4.43246], [-1.40121, -3.99857, -4.25678], [-1.43015, -3.12908, -3.40296], [-3.63665, -4.72100, -3.60011], [0.81920, -5.35553, -6.88239], [0.61139, -3.55178, -4.98129], [-3.43219, -6.51252, -5.51134], [-3.38764, -3.97472, -3.01112], [0.56307, -6.09484, -7.46812]],
  "nbo_charge": [-0.821, -0.256, -0.003, -0.217, -0.165, -0.125, -0.129, 0.008, 0.027, 0.695, -0.565, -0.671, 0.679, -0.528, 0.364, 0.347, 0.195, 0.228, 0.251, 0.256, 0.436, -0.371, 0.316, 0.476, -0.527, -0.386, 0.365, 0.484, -0.583, -0.650, -0.631, 0.250, 0.244, 0.501, 0.523, -0.366, 0.302, 0.471, -0.533, -0.373, 0.307, 0.473, -0.526, -0.645, -0.638, 0.244, 0.245, 0.521, 0.504]
}